C39H91F9O8SSi2 | the ωB97M-V functional and the def2-TZVPD basis

Positions of all 150 atoms, in Å:
C -1.22 -4.94 -2.47
C -0.03 -3.98 -2.33
C -0.06 -3.16 -1.02
Si 0.89 -1.55 -1.14
C -0.11 0.01 -0.83
C -1.60 -0.15 -0.50
C -1.89 -0.39 0.98
C -1.45 0.75 1.90
C -2.40 1.94 1.84
O -1.65 3.14 1.80
C -2.46 4.28 1.88
O 2.14 -1.58 -0.03
Si 3.57 -0.87 -0.46
C 4.64 -0.71 1.07
C 4.79 0.73 1.62
C 4.19 0.96 3.01
C 4.74 0.01 4.09
C 3.84 -0.27 5.29
F 4.51 0.01 6.47
F 2.69 0.48 5.31
C 3.46 -1.78 5.49
F 4.62 -2.54 5.27
F 3.01 -1.96 6.80
S 2.06 -2.47 4.37
F 1.85 -3.69 5.38
F 1.04 -1.56 5.18
F 2.27 -1.27 3.34
F 3.07 -3.34 3.49
F 0.87 -3.00 3.49
H -2.10 -4.41 -2.83
H -1.00 -5.76 -3.14
H -1.47 -5.36 -1.50
H -0.01 -3.31 -3.19
H 0.88 -4.57 -2.35
H 0.42 -3.75 -0.24
H -1.09 -3.02 -0.72
H 1.53 -1.46 -2.48
H -0.01 0.63 -1.73
H 0.40 0.56 -0.05
H -2.03 -0.97 -1.07
H -2.14 0.75 -0.81
H -1.44 -1.32 1.31
H -2.97 -0.52 1.10
H -1.43 0.37 2.92
H -0.45 1.10 1.68
H -3.04 1.89 0.96
H -3.05 1.96 2.72
H -1.81 5.15 1.93
H -3.09 4.38 0.99
H -3.09 4.26 2.76
H 3.26 0.46 -1.05
H 4.27 -1.72 -1.45
H 5.61 -1.13 0.84
H 4.18 -1.37 1.81
H 5.84 1.04 1.61
H 4.28 1.41 0.95
H 3.11 0.92 2.93
H 4.43 1.98 3.32
H 5.03 -0.94 3.65
H 5.64 0.45 4.50
C -3.94 -3.60 3.53
C -4.55 -2.22 3.78
O -5.09 -1.62 2.62
C -6.15 -2.32 1.99
C -7.37 -2.55 2.86
H -3.17 -3.54 2.76
H -3.49 -3.97 4.45
H -4.69 -4.32 3.21
H -3.76 -1.54 4.10
H -5.29 -2.26 4.58
H -5.79 -3.28 1.58
H -6.43 -1.71 1.13
H -7.15 -3.18 3.73
H -8.15 -3.04 2.28
H -7.75 -1.59 3.23
C -10.44 -2.17 -2.17
C -9.67 -1.62 -0.98
O -8.27 -1.72 -1.09
C -7.67 -1.05 -2.18
C -7.90 0.46 -2.19
H -10.17 -3.21 -2.35
H -11.51 -2.10 -1.99
H -10.23 -1.61 -3.09
H -9.92 -2.19 -0.09
H -9.97 -0.58 -0.78
H -8.00 -1.49 -3.13
H -6.61 -1.25 -2.08
H -8.96 0.71 -2.30
H -7.37 0.91 -3.02
H -7.55 0.90 -1.26
C -1.08 0.56 -6.52
C -0.92 0.83 -5.03
O 0.30 0.37 -4.48
C 1.48 0.94 -5.01
C 1.58 2.45 -4.83
H -0.97 -0.51 -6.73
H -2.06 0.88 -6.85
H -0.34 1.10 -7.11
H -1.69 0.28 -4.48
H -1.07 1.89 -4.81
H 1.60 0.67 -6.07
H 2.29 0.46 -4.46
H 0.80 2.98 -5.38
H 2.54 2.80 -5.21
H 1.51 2.71 -3.78
C 3.97 -8.56 4.07
C 5.04 -8.59 5.15
O 6.04 -7.60 5.01
C 5.59 -6.26 5.03
C 4.88 -5.85 6.31
H 4.43 -8.66 3.09
H 3.28 -9.39 4.22
H 3.40 -7.63 4.08
H 5.58 -9.53 5.12
H 4.57 -8.52 6.15
H 4.95 -6.05 4.16
H 6.49 -5.66 4.90
H 3.96 -6.41 6.47
H 4.61 -4.80 6.26
H 5.52 -6.00 7.17
C 1.92 6.42 -1.51
C 1.44 5.05 -1.93
O 2.22 3.98 -1.44
C 2.29 3.85 -0.04
C 0.95 3.63 0.64
H 2.96 6.57 -1.81
H 1.31 7.19 -1.98
H 1.87 6.57 -0.43
H 1.50 4.97 -3.02
H 0.39 4.91 -1.66
H 2.81 4.71 0.41
H 2.93 2.98 0.13
H 0.28 4.48 0.51
H 1.09 3.47 1.71
H 0.45 2.75 0.22
C 4.67 7.48 -4.31
C 3.76 6.58 -5.13
O 2.46 7.10 -5.34
C 2.38 8.33 -6.02
C 2.97 8.30 -7.42
H 4.21 7.69 -3.35
H 5.62 6.98 -4.14
H 4.88 8.43 -4.80
H 3.60 5.64 -4.60
H 4.23 6.32 -6.08
H 2.85 9.13 -5.43
H 1.32 8.55 -6.07
H 4.04 8.10 -7.42
H 2.82 9.27 -7.91
H 2.48 7.54 -8.03

Summary:
electronic energy	-109344.8832	eV
frontier orbital gap	9.8	eV
maximum force	2.50	eV/Å
net charge	0